*P*
Computed, not measured: the molecule C5H5ClO2, with wB97M-V/def2-TZVPD.

Positions of all 13 atoms, in Å:
Cl -1.88099 -2.49524 -0.07929
O -0.54294 2.58989 0.41274
O 1.46054 -0.29143 -0.77920
C 0.74375 0.51923 0.31915
C 0.59898 -1.39083 -0.80797
C -0.60523 -1.30886 -0.06300
C 0.16246 1.78771 -0.27596
C -0.61818 -0.17327 0.77597
H 0.34614 1.70810 -1.56508
H -1.48930 0.69343 0.50519
H 1.40399 0.93478 1.17568
H 0.95754 -2.12432 -1.42700
H -0.53676 -0.44920 1.80877

Summary:
Gap between HOMO and LUMO, eV: 8.9989
SMILES: O=C[C@H]1CC(Cl)=CO1
Total charge: 0
Multiplicity: 1

Here are the Mulliken charges for atoms 1 to 6, given in e: Cl -0.19; O -0.50; O -0.43; C 0.44; C -0.41; C 0.19

*Q*
Computed, not measured: the molecule C5H5ClO2, with wB97M-V/def2-TZVPD.

Positions of all 13 atoms, in Å:
Cl 3.09261 -1.05701 -1.42265
O -0.16122 -1.36514 -1.62579
O 2.05343 0.48094 0.42750
C 0.85246 0.85469 0.95091
C -1.63612 0.40201 0.52694
C -0.17119 0.25201 0.28566
C 1.76450 -0.37870 -0.56144
C 0.44374 -0.57215 -0.70399
H -1.10914 -1.42792 -1.48211
H -1.82602 1.09777 1.38907
H -2.10940 0.76000 -0.39316
H 0.88937 1.51330 1.77324
H -2.08299 -0.55981 0.83584

Summary:
Gap between HOMO and LUMO, eV: 8.8975
SMILES: Cc1coc(Cl)c1O
Total charge: 0
Multiplicity: 1

Here are the Mulliken charges for atoms 1 to 6, given in e: Cl -0.20; O -0.60; O -0.36; C -0.89; C -1.26; C 0.85

The structure with the greatest stability is *Q*.

*P*
Computed, not measured: C3H4AgO3 as an isolated structure, with wB97M-V/def2-TZVPD.

Positions of all 11 atoms, in Å:
Ag 0.36380 -0.86968 -1.27020
O 1.43089 0.71470 -0.94147
O -1.15447 0.40717 -0.46237
O -1.02821 -3.05311 0.22108
C 0.05496 -2.31078 0.36949
C -0.54785 1.18669 0.30040
C 0.83388 1.61689 -0.10451
H 0.70598 2.62898 -0.55356
H -1.11833 1.82171 1.00113
H 1.37448 1.80207 0.85235
H -0.91511 -3.94465 0.58764

Summary:
Gap between HOMO and LUMO (alpha / beta), eV: 7.1165 / 7.4700
Total charge: 0
Multiplicity: 2
<S²>: 0.756

Here are the Mulliken charges for atoms 1 to 6, given in e: Ag 0.43; O -0.95; O -0.51; O -0.30; C 0.04; C -0.01

*Q*
Computed, not measured: C3H4AgO3 as an isolated structure, with wB97M-V/def2-TZVPD.

Positions of all 11 atoms, in Å:
Ag 1.96750 -0.82592 -1.04874
O 1.26906 0.54064 0.65659
O -0.48990 -0.90305 0.55050
O -0.72543 1.12997 -0.28801
C -2.29700 0.51524 -0.04282
C -1.86523 -0.92386 0.17194
C 0.00584 0.42875 0.60546
H -1.95076 -1.48743 -0.76842
H -2.85659 0.71575 -0.96048
H -2.74103 0.98495 0.84524
H -2.43744 -1.42871 0.96284

Summary:
Gap between HOMO and LUMO (alpha / beta), eV: 5.6798 / 9.4773
Total charge: 0
Multiplicity: 2
<S²>: 0.756

Here are the Mulliken charges for atoms 1 to 6, given in e: Ag 0.03; O -0.53; O -0.22; O -0.32; C -0.26; C -0.28

The structure with the greatest stability is *Q*.

*P*
Computed, not measured: an isolated ion of composition C3H7N2OS and charge +1, with wB97M-V/def2-TZVPD.

Positions of all 14 atoms, in Å:
S -1.76622 -2.39415 -2.23942
O -1.47918 -1.84380 0.31614
N 0.70234 -0.07624 0.10749
N 0.73148 1.60360 1.72505
C 0.23047 1.06172 0.63162
C -0.04313 -0.56543 -1.11376
C -1.09970 -1.65440 -0.80141
H 0.75542 -1.14129 -1.61916
H 0.53595 2.55262 1.99701
H 1.23030 -0.85184 0.60490
H 1.54434 1.34221 2.19532
H -2.83432 -3.19660 -1.80184
H -0.57725 1.61566 0.27747
H -0.59770 0.19806 -1.66381

Summary:
Gap between HOMO and LUMO, eV: 9.4947
SMILES: N/C=[NH+]/CC(=O)S
Total charge: +1
Multiplicity: 1

Here are the Mulliken charges for atoms 1 to 6, given in e: S -0.22; O -0.47; N -0.22; N -0.28; C 0.16; C -0.85

*Q*
Computed, not measured: an isolated ion of composition C3H7N2OS and charge +1, with wB97M-V/def2-TZVPD.

Positions of all 14 atoms, in Å:
S -0.53956 -1.74988 -1.07297
O 0.78570 -3.51088 0.92155
N 0.28390 -2.45133 0.73794
N 1.01490 -0.02799 0.35531
C 1.08409 -1.38364 -0.34485
C -1.36513 -0.43072 -0.10232
C -0.25831 0.55190 -0.07885
H -0.14457 0.69289 -1.21656
H 0.99128 -0.22434 1.39067
H -2.40650 -0.12304 -0.50305
H -1.65502 -0.82142 0.82761
H 2.03932 -1.75665 -0.54588
H 1.77801 0.62185 0.16439
H -0.52722 1.43974 0.45678

Summary:
Gap between HOMO and LUMO, eV: 9.1578
Total charge: +1
Multiplicity: 1

Here are the Mulliken charges for atoms 1 to 6, given in e: S -0.09; O -0.38; N 0.12; N -0.13; C -0.10; C -0.43

The structure with the greatest stability is *P*.

*P*
Computed, not measured: the molecule C8H14N2O3, with wB97M-V/def2-TZVPD.

Positions of all 27 atoms, in Å:
O -2.10321 -1.55495 -0.92814
O -1.80114 2.07378 0.98028
O -1.58024 -2.06085 1.09250
N -2.75819 0.99671 -0.80412
N -1.48328 -1.35394 0.11479
C 0.63854 -0.12211 0.85996
C -0.68874 -0.17308 0.16412
C 0.56281 -0.02800 -0.65978
C -1.91434 1.19598 0.18481
C 0.98378 -1.20013 -1.52401
C 0.86398 1.29039 -1.34188
C 1.16444 -1.38454 1.51570
C 1.01520 1.09842 1.67346
H -3.53067 1.63183 -0.93029
H 0.69374 -2.15956 -1.10293
H 0.44859 1.29811 -2.34892
H 2.06469 -1.19628 -1.64832
H 2.24308 -1.30595 1.63927
H 0.45678 2.13826 -0.80254
H 2.09274 1.24965 1.63270
H 0.95151 -2.28346 0.94732
H 0.52240 1.99878 1.32749
H -2.74049 0.11701 -1.31975
H 0.72362 0.94227 2.70843
H 0.71037 -1.50300 2.49730
H 1.94202 1.41544 -1.42060
H 0.52203 -1.12078 -2.50683

Summary:
Gap between HOMO and LUMO, eV: 9.6101
SMILES: CC1(C)C(C)(C)C1(C(N)=O)[N+](=O)[O-]
Total charge: 0
Multiplicity: 1

Here are the Mulliken charges for atoms 1 to 6, given in e: O -0.72; O -0.55; O -0.64; N -0.26; N 1.07; C 1.61

*Q*
Computed, not measured: a 2-piece molecular cluster, C8H14N2O3 overall, with wB97M-V/def2-TZVPD.

Positions of all 27 atoms, in Å:
O -0.17787 0.52373 -2.67488
O 1.03223 1.03321 -0.90788
O -2.09368 -0.68706 0.91287
N -1.06656 -1.35586 -1.53366
N -1.34711 -0.45293 -2.12264
C -0.25650 -2.25975 1.33105
C 1.54728 2.03821 -3.15052
C -0.97785 -0.95548 1.33430
C 0.84731 1.10192 -2.09030
C 0.85058 -0.62187 2.74538
C -2.67230 0.12861 -2.23841
C -0.28232 0.12012 2.11392
C 1.14319 -1.82673 1.86134
H 1.76059 -2.57834 2.41032
H -0.25513 -2.71242 0.31859
H -3.32154 -0.52838 -2.82766
H -3.11042 0.31607 -1.12422
H 0.53834 -0.89276 3.69424
H 0.04777 0.92740 1.42328
H -2.42166 1.06388 -2.77839
H -0.96286 0.52367 2.87704
H -0.67082 -3.03172 1.96852
H 1.72831 0.06348 2.73962
H 1.78551 1.68661 -4.09118
H 1.75480 -1.50086 0.94986
H 2.56913 2.19277 -2.75860
H 0.89287 2.89301 -3.25268

Summary:
Gap between HOMO and LUMO, eV: 9.8353
Total charge: 0
Multiplicity: 1

Here are the Mulliken charges for atoms 1 to 6, given in e: O -0.51; O -0.57; O -0.63; N -0.66; N 0.87; C -0.50

The structure with the greatest stability is *P*.

*P*
Computed, not measured: the molecule C9H10N4, with wB97M-V/def2-TZVPD.

Positions of all 23 atoms, in Å:
N -2.41800 0.03437 -0.01814
N -0.33473 0.46203 0.14872
N -1.19048 -0.42639 -0.02254
N 1.61413 3.39373 -0.26430
C 1.75920 2.26438 -0.12622
C 3.68257 -0.88424 -0.02606
C 3.37184 0.46221 0.05170
C -2.73492 1.43881 0.27886
C 0.98389 -0.06895 0.06849
C 2.65785 -1.81461 0.00629
C 1.33929 -1.43488 0.00417
C -3.47049 -0.93947 -0.28543
C 2.02022 0.84426 0.00899
H 4.72180 -1.16840 -0.00526
H -4.12972 -0.98240 0.57444
H -2.35379 2.09369 -0.55591
H 4.12990 1.24439 0.17187
H -2.29603 1.77806 1.26270
H 2.86337 -2.86558 -0.05527
H -3.99574 -0.73647 -1.22992
H -3.81143 1.48602 0.36653
H 0.59392 -2.25301 0.04488
H -3.00264 -1.92756 -0.39859

Summary:
Gap between HOMO and LUMO, eV: 8.9187
SMILES: CN(C)/N=N/c1ccccc1C#N
Total charge: 0
Multiplicity: 1

Here are the Mulliken charges for atoms 1 to 6, given in e: N 0.21; N -0.41; N 0.06; N -0.49; C 0.14; C -0.47

*Q*
Computed, not measured: the molecule C9H10N4, with wB97M-V/def2-TZVPD.

Positions of all 23 atoms, in Å:
N -0.70935 -1.54900 0.19609
N -2.00220 -1.38704 0.10201
N -4.57421 0.12409 0.63119
N -0.13654 -0.36482 -0.08152
C 3.45525 -1.20987 -0.05266
C -2.26781 -0.08607 -0.28436
C 4.05302 0.05381 0.09117
C -3.66497 0.42307 -0.46891
C 1.84048 1.10123 0.22769
C -1.06280 0.56057 -0.39723
C 3.22582 1.20070 0.20619
C 2.07689 -1.31021 -0.12757
C 1.29218 -0.18058 0.06089
H -4.09203 0.46765 1.51331
H -3.55805 1.51862 -0.54921
H 5.11957 0.15790 0.06061
H 1.14475 1.93983 0.31464
H -4.61295 -0.88533 0.75871
H -0.82328 1.56825 -0.73530
H 3.74025 2.16835 0.31938
H 1.59639 -2.27618 -0.22065
H 4.05023 -2.09338 -0.18021
H -4.09063 0.05843 -1.38424

Summary:
Gap between HOMO and LUMO, eV: 9.6391
SMILES: NCc1cn(-c2ccccc2)nn1
Total charge: 0
Multiplicity: 1

Here are the Mulliken charges for atoms 1 to 6, given in e: N -0.55; N -0.49; N -0.64; N 0.61; C -0.47; C -0.41

The structure with the greatest stability is *Q*.

*P*
Computed, not measured: H4NOPS2 as an isolated structure, with wB97M-V/def2-TZVPD.

Positions of all 9 atoms, in Å:
S -0.02162 -1.35445 1.99884
S 1.67063 -0.88951 -1.00677
P 0.16467 -0.40123 0.32495
O 0.70232 1.74976 0.75804
N -1.16773 -0.18620 -0.66395
H -1.94921 0.25440 -0.19553
H -1.44291 -1.05831 -1.10652
H 0.73650 1.78955 1.71039
H 1.30734 0.09600 -1.81945

Summary:
Gap between HOMO and LUMO, eV: 9.0810
Total charge: 0
Multiplicity: 1

Here are the Mulliken charges for atoms 1 to 6, given in e: S -0.31; S -0.21; P 0.72; O -0.69; N -0.54; H 0.28

*Q*
Computed, not measured: the molecule H4NOPS2, with wB97M-V/def2-TZVPD.

Positions of all 9 atoms, in Å:
S -1.02156 1.50419 -1.12169
S -0.78086 -1.90003 0.09048
P 0.07861 0.04661 -0.10941
O 1.27032 -0.27754 -0.91660
N 0.35601 0.63920 1.49495
H 0.12706 0.13867 2.37096
H 1.29352 0.98504 1.55425
H -0.17126 -1.83400 -1.07740
H -1.15185 0.69786 -2.28554

Summary:
Gap between HOMO and LUMO, eV: 9.9450
SMILES: NP(=O)(S)S
Total charge: 0
Multiplicity: 1

Here are the Mulliken charges for atoms 1 to 6, given in e: S -0.27; S -0.28; P 0.84; O -0.60; N -0.60; H 0.26

The structure with the greatest stability is *Q*.